C48H37AlN4O | wB97M-V/def2-TZVPD

Values from the calculation:
Frontier orbital gap: 5.94 eV
E_tot: -64988.2921 eV

The geometry in XYZ format:
```
91
Properties=species:S:1:pos:R:3:lowdin_charge:R:1
Al 0.171 -0.086 0.125 0.21
C -2.558 4.170 5.931 -0.09
C -1.180 4.020 5.876 -0.08
C -0.599 3.289 4.849 -0.03
C -1.391 2.701 3.867 -0.22
C -2.772 2.857 3.927 -0.03
C -3.353 3.587 4.954 -0.08
C -0.773 1.916 2.759 -0.06
C -0.708 2.494 1.501 -0.21
C -1.154 3.828 1.219 0.02
C -0.928 4.043 -0.096 0.02
C -0.346 2.839 -0.615 -0.21
N -0.214 1.897 0.372 0.14
C 0.017 2.683 -1.944 -0.08
C 0.589 1.525 -2.443 -0.22
C 0.934 1.352 -3.825 0.03
C 1.433 0.104 -3.948 0.02
C 1.399 -0.484 -2.639 -0.20
C 1.853 -1.764 -2.364 -0.06
C 2.404 -2.581 -3.486 -0.22
C 3.684 -2.342 -3.976 -0.03
C 4.192 -3.105 -5.018 -0.08
C 3.423 -4.115 -5.580 -0.09
C 2.146 -4.358 -5.096 -0.08
C 1.639 -3.595 -4.054 -0.03
C 1.848 -2.312 -1.092 -0.20
N 1.349 -1.720 0.041 0.14
C 1.576 -2.627 1.044 -0.20
C 1.231 -2.468 2.376 -0.06
C 1.518 -3.585 3.323 -0.22
C 2.546 -3.477 4.254 -0.03
C 2.814 -4.518 5.132 -0.08
C 2.055 -5.679 5.086 -0.09
C 1.028 -5.794 4.160 -0.08
C 0.762 -4.753 3.283 -0.03
C 0.628 -1.320 2.866 -0.20
C 0.237 -1.161 4.239 0.02
C -0.329 0.059 4.343 0.02
C -0.279 0.652 3.037 -0.19
N 0.306 -0.205 2.136 0.14
C 2.244 -3.792 0.536 0.02
C 2.408 -3.599 -0.790 0.02
N 0.866 0.388 -1.726 0.14
C -0.253 3.806 -2.889 -0.22
C 0.753 4.703 -3.235 -0.03
C 0.493 5.744 -4.114 -0.08
C -0.775 5.897 -4.657 -0.09
C -1.783 5.006 -4.316 -0.08
C -1.523 3.966 -3.435 -0.03
H -3.011 4.739 6.732 0.10
H -0.553 4.475 6.633 0.10
H 0.477 3.172 4.802 0.12
H -3.389 2.400 3.163 0.12
H -4.429 3.698 4.992 0.10
H -1.568 4.507 1.945 0.12
H -1.122 4.932 -0.672 0.12
H 0.800 2.098 -4.591 0.12
H 1.798 -0.387 -4.834 0.12
H 4.282 -1.554 -3.534 0.12
H 5.190 -2.912 -5.390 0.10
H 3.819 -4.710 -6.392 0.10
H 1.540 -5.143 -5.531 0.10
H 0.642 -3.781 -3.673 0.12
H 3.139 -2.571 4.285 0.12
H 3.619 -4.423 5.849 0.10
H 2.264 -6.491 5.770 0.10
H 0.430 -6.695 4.122 0.10
H -0.042 -4.837 2.561 0.13
H 0.371 -1.903 5.008 0.12
H -0.752 0.526 5.216 0.12
H 2.553 -4.634 1.131 0.12
H 2.879 -4.249 -1.507 0.12
H 1.741 4.580 -2.808 0.12
H 1.282 6.438 -4.375 0.10
H -0.978 6.709 -5.343 0.10
H -2.774 5.120 -4.737 0.10
H -2.306 3.267 -3.167 0.12
C -3.373 -1.900 -0.677 -0.04
C -2.606 -0.589 -0.816 -0.68
C -2.387 -0.277 -2.298 -0.02
C -3.389 0.550 -0.159 -0.02
O -1.383 -0.744 -0.154 -0.09
H -4.349 -1.845 -1.165 0.08
H -3.520 -2.132 0.379 0.08
H -2.799 -2.712 -1.128 0.08
H -3.335 -0.199 -2.835 0.09
H -1.787 -1.064 -2.762 0.09
H -1.852 0.666 -2.407 0.06
H -4.369 0.687 -0.622 0.08
H -2.830 1.485 -0.246 0.07
H -3.530 0.334 0.902 0.09
```